Record 1
The following is a DFT calculation (ωB97M-V/def2-TZVPD) of C6H8CsO3 as an isolated structure.

Last column: natural (NBO) charge in e.
Element x y z (Å)
1 Cs 2.1897 0.0507 1.3245  0.99
2 O -0.3382 -1.0072 -0.7032  -0.55
3 C -1.2702 -0.6482 -1.3601  1.00
4 O -1.9032 -1.3065 -2.2751  -0.44
5 C -3.1760 -0.7031 -2.6184  -0.11
6 C -3.5283 0.1546 -1.4113  -0.07
7 H -3.8948 -1.5088 -2.7851  0.24
8 H -3.0184 -0.1085 -3.5239  0.22
9 H -3.9637 1.1238 -1.6631  0.25
10 H -4.0900 -0.3742 -0.6345  0.22
11 O -2.1922 0.4075 -0.8695  -0.36
12 C -1.9294 1.1190 0.3521  -0.28
13 C -0.8982 2.0701 0.2147  -0.21
14 C -0.0348 2.4920 1.1932  -0.67
15 H -2.0796 0.4621 1.2104  0.18
16 H -0.7812 2.4883 -0.7917  0.20
17 H -0.1155 2.1163 2.2181  0.18
18 H 0.6234 3.3408 1.0118  0.21

The calculation puts the energy relative to the best compared isomer or geometry (same formula, charge and spin) at 72.0 kcal per mole. As for the net charge: +1.

=====

Record 2
The following is a DFT calculation (ωB97M-V/def2-TZVPD) of C4N2O3S as an isolated structure.

Last column: natural (NBO) charge in e.
Element x y z (Å)
1 C 0.4372 -1.7860 -1.0310  0.81
2 C -0.3900 0.0400 1.6428  0.57
3 C -0.6244 1.0254 0.8307  -0.24
4 C 0.6473 0.7636 -1.1230  0.75
5 N 0.8657 -0.7445 -0.6788  -0.62
6 N -0.0767 1.4545 -0.3584  -0.61
7 O 0.1034 -2.8883 -1.3194  -0.65
8 O -0.2517 -0.7730 2.5208  -0.63
9 O 1.2434 1.0333 -2.1599  -0.74
10 S -1.9542 1.8749 1.6761  -0.63

The calculation puts the energy relative to the best compared isomer or geometry (same formula, charge and spin) at 24.1 kcal per mole. As for the net charge: -2.

=====

no.,Kohn-Sham gap (eV),calculated total energy (eV)
1,6.53,-13032.588
2,4.64,-24104.407